# 1
Density functional theory data (ωB97M-V/def2-TZVPD) for one molecule with the formula C5H15FN3P.

Output
Spin multiplicity: 1
Frontier orbital gap (eV): 9.36
LUMO (Eh): 0.02972
SMILES: CN=P(F)(N(C)C)N(C)C

Positions of all 25 atoms, in Å:
1 P -0.51506 -0.19576 0.07459
2 F -0.78454 -0.60107 1.68072
3 N 0.73290 -1.17607 -0.40843
4 N -1.67770 -0.19338 -0.96426
5 N 0.47544 1.23577 0.27178
6 C 1.83596 -1.15144 0.61745
7 C 0.62232 1.88583 -1.01450
8 C -3.04170 0.09634 -0.66288
9 C 0.43758 -2.55054 -0.76664
10 C 0.61312 2.01879 1.43063
11 H 0.98380 1.01539 -1.67029
12 H -0.20320 2.49395 -1.28836
13 H 1.40860 2.65156 -0.85103
14 H 0.68760 1.37640 2.35169
15 H 0.93420 -3.35979 -0.10675
16 H 2.21467 -0.09345 0.53048
17 H -3.44699 1.05132 -0.51595
18 H -3.32016 -0.47408 0.30395
19 H -0.21212 2.57389 1.65761
20 H 0.91702 -2.91762 -1.78609
21 H -0.61939 -2.65636 -0.91656
22 H 1.54153 2.55287 1.61914
23 H -3.63012 -0.45149 -1.42651
24 H 2.60521 -1.82795 0.19463
25 H 1.44103 -1.30312 1.64556

***

# 2
Density functional theory data (ωB97M-V/def2-TZVPD) for a 2-piece molecular cluster, C5H15N overall.

Output
Spin multiplicity: 1
Frontier orbital gap (eV): 9.83
LUMO (Eh): 0.03657
SMILES: CCC.CNC

Positions of all 21 atoms, in Å:
1 N -1.27109 -3.08687 0.98627
2 C 1.43645 2.35042 -0.67968
3 C 2.24572 3.64101 -0.75701
4 C -0.69414 -2.12472 1.90327
5 C 0.93825 1.87895 -2.03808
6 C -2.61396 -2.69617 0.57321
7 H 2.73436 3.78852 0.21912
8 H -2.52790 -1.81239 -0.06596
9 H 0.29619 0.99954 -1.98507
10 H 0.67375 2.30215 0.10465
11 H 2.16534 1.63413 -0.27667
12 H -1.29127 -4.00733 1.40387
13 H -0.52434 -1.19563 1.36172
14 H -3.10540 -3.51514 0.05161
15 H -1.29455 -1.86444 2.78243
16 H -3.24989 -2.40385 1.41465
17 H 1.79347 1.52859 -2.62828
18 H 3.06268 3.54705 -1.47550
19 H 0.28176 -2.46491 2.24294
20 H 0.40300 2.66737 -2.55314
21 H 1.69207 4.56680 -0.87720

***

# 3
Density functional theory data (ωB97M-V/def2-TZVPD) for one molecule with the formula C5H15N2.

Output
Spin multiplicity: 2
Frontier orbital gap (alpha / beta) (eV): 3.49 / 10.20
LUMO (alpha / beta) (Eh): 0.03135 / 0.02458
Expectation value of S²: 0.751

Positions of all 22 atoms, in Å:
1 N 2.48764 -0.93256 -0.54361
2 N 0.04951 0.63733 -0.40426
3 C 2.20782 -0.26790 0.69423
4 C -1.20070 -0.09383 0.26053
5 C -2.35312 0.90550 0.29980
6 C -1.69922 -1.25918 -0.61998
7 C 1.31393 0.95496 0.39318
8 H 1.81670 -1.02511 1.39616
9 H -1.09118 -2.04407 -0.31767
10 H 3.09201 -0.36514 -1.13485
11 H 2.72409 -1.95732 -0.52358
12 H -2.65868 -1.53059 -0.31131
13 H 3.07124 0.14417 1.15826
14 H -0.90288 -0.47532 1.25620
15 H -2.64262 1.37803 -0.67622
16 H -1.67035 -0.93886 -1.63790
17 H 1.86614 1.72129 -0.19904
18 H -3.30947 0.55490 0.75957
19 H 1.06122 1.41495 1.33746
20 H -0.30381 1.45168 -0.86641
21 H -2.15898 1.77499 0.92625
22 H 0.30070 -0.04795 -1.24683

***

# 4
Density functional theory data (ωB97M-V/def2-TZVPD) for a 2-piece molecular cluster, C5H15N2 overall.

Output
Spin multiplicity: 2
Frontier orbital gap (alpha / beta) (eV): 9.61 / 7.91
LUMO (alpha / beta) (Eh): 0.03634 / -0.02612
Expectation value of S²: 0.754

Positions of all 22 atoms, in Å:
1 N 0.88105 -0.17884 -0.64502
2 N -1.41176 -1.10743 0.48720
3 C -0.03922 0.84698 -0.18085
4 C -2.55452 -1.90747 0.09871
5 C -1.46160 0.25351 -0.10132
6 C 4.76027 0.24408 -0.35063
7 C -2.30198 1.15124 0.84578
8 H -2.71796 -2.74791 0.78230
9 H -3.45620 -1.35893 0.38422
10 H -3.17419 0.58606 1.18928
11 H 4.71659 0.56717 0.68067
12 H 5.14581 0.97745 -1.06204
13 H -0.46626 -1.34863 0.20171
14 H -2.69146 2.05711 0.38509
15 H 3.73519 -0.06090 -0.59354
16 H 0.24814 1.23992 0.81444
17 H -1.66166 1.46830 1.66166
18 H -0.02066 1.75965 -0.76529
19 H -2.47192 -2.28027 -0.92818
20 H -1.87360 0.18566 -1.14917
21 H 5.44001 -0.61910 -0.33425
22 H 1.37592 0.27234 -1.42076

***

# 5
Density functional theory data (ωB97M-V/def2-TZVPD) for an isolated ion of composition C5H15N2 and charge +1.

Output
Spin multiplicity: 1
Frontier orbital gap (eV): 10.80
LUMO (Eh): -0.10867
SMILES: CCC[NH2+]CCN
Net charge: +1

Positions of all 22 atoms, in Å:
1 N -0.77502 1.12472 1.98674
2 N 0.10514 0.78326 -0.53795
3 C 1.30776 -2.77164 -0.61008
4 C 0.06978 -0.72536 -0.67840
5 C -1.21392 1.57061 -0.42753
6 C -1.28168 2.09302 1.04254
7 C 1.49325 -1.27414 -0.50584
8 H -0.61808 -1.05329 0.08829
9 H -1.11249 2.31381 -1.19456
10 H -0.79898 3.06657 1.02033
11 H 2.10107 -0.81991 -1.29362
12 H -1.29436 0.28364 2.15771
13 H -2.36842 2.32728 1.06382
14 H -1.99182 0.84445 -0.66916
15 H -0.21884 -0.90859 -1.71094
16 H 0.94836 -3.27329 0.33078
17 H 1.91098 -1.03131 0.49488
18 H 0.53927 -3.04449 -1.35655
19 H 2.13290 -3.39572 -0.96130
20 H -0.31369 1.60703 2.74152
21 H 0.66112 1.09187 0.26690
22 H 0.71765 1.19150 -1.24761

***

# 6
Density functional theory data (ωB97M-V/def2-TZVPD) for a 2-piece molecular cluster, C5H15N2 overall.

Output
Spin multiplicity: 1
Frontier orbital gap (eV): 9.92
LUMO (Eh): -0.10634
Net charge: +1

Positions of all 22 atoms, in Å:
1 N -1.44186 -0.18338 1.02230
2 N 0.91160 -1.14310 0.03522
3 C -2.56377 -0.63843 0.11154
4 C 2.51423 0.68978 -0.07570
5 C -1.53316 1.27522 1.30623
6 C 1.08713 0.09562 -2.06478
7 C 1.49119 -0.10700 -0.80321
8 H -1.45968 -0.69275 1.91221
9 H 2.16037 1.23058 0.81309
10 H -2.46653 1.49719 1.80451
11 H 0.25313 -0.49126 -2.46970
12 H 1.52561 0.89415 -2.64632
13 H -2.39863 -1.68362 -0.06399
14 H 1.53155 -1.38257 0.78765
15 H 2.97858 1.47122 -0.66245
16 H -2.49417 -0.05072 -0.80970
17 H -0.66051 1.52786 1.90665
18 H 3.35506 0.08383 0.26968
19 H -1.39376 1.80818 0.34895
20 H -3.51805 -0.35914 0.54975
21 H -0.44757 -0.42969 0.55683
22 H 0.75964 -1.99434 -0.48054

***

# 7
Density functional theory data (ωB97M-V/def2-TZVPD) for an isolated ion of composition C5H15N2 and charge +1.

Output
Spin multiplicity: 1
Frontier orbital gap (eV): 11.20
LUMO (Eh): -0.11578
SMILES: CC(C)[C@H]([NH3+])CN
Net charge: +1

Positions of all 22 atoms, in Å:
1 N 1.66754 -0.60516 -0.35112
2 N 0.00569 -2.14145 0.88794
3 C -0.25296 -0.75099 1.22300
4 C -1.00092 0.35020 -1.60465
5 C -0.09829 1.11456 -0.62088
6 C 0.63380 0.19813 0.35039
7 C -0.94517 2.12314 0.15588
8 H -1.83151 1.64403 0.54756
9 H 1.12561 0.87493 1.04635
10 H 2.57713 -0.14790 -0.33472
11 H -1.29845 -0.50560 1.05874
12 H 1.68755 -1.54416 0.08336
13 H 0.59755 1.69081 -1.23140
14 H -1.31702 1.00919 -2.39612
15 H 0.06091 -0.59554 2.24162
16 H -1.19786 2.97388 -0.46926
17 H -1.84568 -0.14041 -1.12137
18 H -0.45812 2.54232 1.04860
19 H 1.36091 -0.71490 -1.31821
20 H -0.71043 -2.55106 0.30180
21 H -0.44206 -0.45792 -2.11146
22 H 0.06405 -2.76048 1.68309

***

# 8
Density functional theory data (ωB97M-V/def2-TZVPD) for an isolated ion of composition C5H15N2 and charge +1.

Output
Spin multiplicity: 1
Frontier orbital gap (eV): 10.68
LUMO (Eh): -0.11189
SMILES: C[C@H](N)C[NH+](C)C
Net charge: +1

Positions of all 22 atoms, in Å:
1 N 0.64128 -0.85170 -0.79177
2 N -0.39471 1.80074 -0.35273
3 C -1.82762 1.17384 1.64371
4 C 0.77944 -2.40707 -0.77406
5 C 1.92439 -0.12607 -0.56068
6 C -0.49377 0.92290 0.78554
7 C -0.61532 -0.44825 0.08291
8 H 0.32404 -0.60742 -1.79863
9 H 1.67582 -2.84554 -1.26764
10 H -1.70814 2.26526 1.88418
11 H 2.50264 -0.65886 0.23607
12 H 0.74277 -2.52217 0.34371
13 H -0.59620 -1.17948 0.83763
14 H 1.63219 0.86372 -0.24181
15 H -0.58204 2.79542 -0.00245
16 H 0.26436 0.80124 1.52431
17 H -0.05386 -2.90312 -1.38310
18 H -2.67943 0.96804 1.03300
19 H -1.54988 0.72761 2.65209
20 H -1.23964 1.62461 -0.85368
21 H 2.45123 0.03616 -1.52301
22 H -1.51251 -0.70082 -0.49380

***

# 9
Density functional theory data (ωB97M-V/def2-TZVPD) for a 2-piece molecular cluster, C5H15N2 overall.

Output
Spin multiplicity: 1
Frontier orbital gap (eV): 5.56
LUMO (Eh): -0.30627
Net charge: +1

Positions of all 22 atoms, in Å:
1 N -0.54882 0.71962 0.18958
2 N 1.97135 1.65233 0.34297
3 C 1.66553 2.32168 -0.90560
4 C -0.93005 -0.54029 0.64332
5 C 2.73991 0.43114 0.14378
6 C -2.56284 -2.47073 0.25187
7 C -2.04880 -1.12906 -0.25185
8 H 1.39641 3.37101 -0.74941
9 H 2.76190 -0.09878 1.09427
10 H 2.26044 -0.21986 -0.60095
11 H -1.23882 -0.63119 1.69457
12 H -0.06510 -1.21605 0.53834
13 H -2.87474 -2.45296 1.29913
14 H 3.73390 0.67675 -0.23508
15 H 1.03140 1.40598 0.71021
16 H -3.37715 -2.88186 -0.33617
17 H -1.15564 1.47395 0.54538
18 H -1.69141 -3.13223 0.27908
19 H -2.82587 -0.36765 -0.34631
20 H 0.87354 1.86512 -1.51033
21 H -1.69353 -1.16216 -1.28743
22 H 2.57840 2.38524 -1.50936

***

# 10
Density functional theory data (ωB97M-V/def2-TZVPD) for an isolated ion of composition C5H15N2 and charge +2.

Output
Spin multiplicity: 2
Frontier orbital gap (alpha / beta) (eV): 12.42 / 6.90
LUMO (alpha / beta) (Eh): -0.25052 / -0.45477
Net charge: +2
Expectation value of S²: 0.755

Positions of all 22 atoms, in Å:
1 N -0.54757 0.25347 2.43941
2 N 0.98608 -1.88891 -1.11814
3 C 0.12361 1.44972 1.87959
4 C -0.20870 -1.11070 -2.16233
5 C -0.25102 0.87266 -0.56796
6 C 0.76044 1.12166 0.53500
7 C -1.08315 -0.44421 -1.05832
8 H 1.33805 1.99292 0.23327
9 H 0.96502 -1.07763 -0.44177
10 H 0.05643 -0.45872 2.89371
11 H 0.60176 -2.77614 -0.74442
12 H 0.38133 -0.45890 -2.81674
13 H 1.56623 0.35381 0.80168
14 H 0.87320 1.94161 2.53578
15 H -1.36667 0.36274 3.06777
16 H -1.02477 1.74557 -0.56197
17 H -0.45686 2.43884 1.68102
18 H 0.27751 1.23568 -1.66344
19 H 1.82848 -2.14656 -1.62486
20 H -1.24911 -1.09036 -0.16669
21 H -2.10233 -0.17101 -1.36573
22 H -0.80497 -1.77849 -2.83233

***

| no. | calculated total energy (Ha) |
| --- | --- |
| 1 | -804.95249 |
| 2 | -254.22187 |
| 3 | -308.84546 |
| 4 | -308.90527 |
| 5 | -308.75454 |
| 6 | -308.76188 |
| 7 | -308.78202 |
| 8 | -308.71099 |
| 9 | -308.57767 |
| 10 | -308.22512 |